C4H10N2O3 | ωB97M-V/def2-TZVPD

```
19
Properties=species:S:1:pos:R:3:mulliken_charge:R:1
N 1.19 -0.40 1.65 -0.470
C 1.14 0.72 0.83 0.557
O 2.18 1.19 0.38 -0.680
N -0.07 1.21 0.48 -0.119
C -1.36 0.63 0.87 -0.684
C -1.70 -0.57 -0.04 -0.493
C -1.31 -0.35 -1.48 0.083
O -1.22 0.70 -2.06 -0.508
H 0.51 -0.51 2.38 0.168
H 2.11 -0.51 2.04 0.268
H -0.02 2.03 -0.11 0.214
H -2.14 1.37 0.79 0.396
H -1.16 0.28 1.87 0.237
H -2.77 -0.75 0.01 0.420
H -1.10 -1.44 0.22 0.230
H -1.07 -1.27 -2.02 0.392
O 0.91 -2.37 -0.74 -0.653
H 1.22 -1.94 0.07 0.311
H 1.57 -2.11 -1.40 0.334
```

As for the energy: -493.66376 Eh. As for the HOMO energy: -9.54 eV. Its energy above the lowest of the compared OMol25 structures with the same formula, charge and spin is 13.4 kcal/mol. As for the orbital gap: 0.372 Ha. Its spin multiplicity is 1.

***

C4H5NO | ωB97M-V/def2-TZVPD

```
11
Properties=species:S:1:pos:R:3:mulliken_charge:R:1
C -0.45 -1.47 -0.76 -0.749
C 0.26 -0.29 -0.71 0.216
C 1.31 -0.20 -1.59 0.158
N 2.32 0.47 -1.79 -0.465
H -1.23 -1.54 -0.11 0.374
H -0.12 -2.22 -1.47 0.257
H 3.02 0.19 -2.47 0.270
C -1.26 1.27 2.24 -0.117
O -0.83 0.75 1.23 -0.383
H -1.98 2.07 2.10 0.230
H -1.05 0.97 3.32 0.210
```

As for the energy: -285.22458 Eh. As for the HOMO energy (spin up / spin down): -8.52 / -8.52 eV. Its energy above the lowest of the compared OMol25 structures with the same formula, charge and spin is 119.2 kcal/mol. As for the orbital gap (spin up / spin down): 0.329 / 0.329 Ha. Its spin multiplicity is 1.

***

C23H37N5O2SY | ωB97M-V/def2-TZVPD

```
69
Properties=species:S:1:pos:R:3:mulliken_charge:R:1
Y -0.60 0.73 -0.28 1.014
C -0.90 3.22 0.43 -0.641
C -0.95 2.45 1.61 -0.500
C -2.15 1.72 1.60 -0.728
C -2.85 2.03 0.41 -0.598
C -2.08 2.97 -0.30 -0.568
H -0.11 3.91 0.16 0.547
H -0.20 2.42 2.38 0.412
H -2.47 1.02 2.36 0.564
H -3.82 1.66 0.13 0.582
H -2.35 3.43 -1.24 0.717
N 0.43 -1.07 -1.82 -0.334
C -0.55 -1.70 -2.72 -0.690
C -1.80 -2.03 -1.92 -0.206
N -2.37 -0.79 -1.34 -0.312
H 1.18 -0.62 -2.34 0.290
H 0.88 -1.76 -1.23 0.216
H -0.17 -2.59 -3.21 0.483
H -0.79 -0.98 -3.50 0.255
H -1.55 -2.69 -1.09 -0.043
H -2.52 -2.56 -2.54 0.473
H -3.05 -1.02 -0.63 0.258
H -2.87 -0.28 -2.06 0.246
C 2.13 -1.31 4.57 -0.881
C 3.25 -1.39 3.55 -0.603
N 3.14 -0.38 2.48 0.075
C 4.04 0.78 2.58 -0.935
C 3.48 1.88 3.46 -0.700
C 2.23 -0.51 1.52 0.588
S 2.05 0.77 0.36 -0.467
N 1.56 -1.71 1.56 -0.248
C 0.28 -1.82 1.36 0.125
O -0.54 -0.86 1.13 -1.105
C -0.32 -3.19 1.41 0.716
C 0.50 -4.31 1.33 -0.433
C -0.05 -5.58 1.34 -0.736
C -1.43 -5.74 1.45 -0.501
C -2.25 -4.62 1.55 -0.744
C -1.69 -3.35 1.52 -0.027
H 2.25 -2.11 5.30 0.367
H 1.16 -1.43 4.11 0.165
H 2.14 -0.36 5.12 0.279
H 3.28 -2.38 3.09 0.353
H 4.22 -1.21 4.02 0.423
H 4.23 1.15 1.58 0.491
H 4.98 0.40 2.97 0.422
H 2.54 2.26 3.05 0.062
H 4.19 2.71 3.50 0.393
H 3.30 1.55 4.48 0.283
H 1.57 -4.17 1.26 0.471
H 0.59 -6.45 1.27 0.429
H -1.86 -6.73 1.47 0.414
H -3.32 -4.74 1.65 0.429
H -2.33 -2.47 1.61 0.488
C -2.51 2.38 -4.07 -0.923
N -1.21 3.04 -4.01 0.251
C -1.00 4.19 -4.89 -1.164
C -0.27 2.60 -3.18 0.766
C 1.04 3.34 -3.10 -1.541
O -0.46 1.59 -2.46 -0.549
H -3.26 3.14 -4.26 0.471
H -2.72 1.92 -3.11 0.122
H -2.54 1.64 -4.86 0.306
H -1.68 4.10 -5.73 0.434
H 0.01 4.22 -5.28 0.398
H -1.22 5.13 -4.36 0.335
H 1.61 3.21 -4.02 0.451
H 1.61 2.93 -2.27 0.180
H 0.89 4.41 -2.95 0.435
```

As for the energy: -1759.43106 Eh. As for the HOMO energy: -10.79 eV. Its energy above the lowest of the compared OMol25 structures with the same formula, charge and spin is 2.1 kcal/mol. As for the orbital gap: 0.319 Ha. Its spin multiplicity is 1. Its net charge is +1.

***

C19H30F9HfNO2P2 | ωB97M-V/def2-TZVPD

```
64
Properties=species:S:1:pos:R:3:mulliken_charge:R:1
Hf 0.28 0.20 -0.26 -0.594
P -1.57 1.37 -1.71 0.941
P 2.29 -1.05 0.85 0.984
N 0.89 -0.70 -2.05 -0.164
H -1.21 2.78 1.62 0.183
C -1.22 3.05 -2.23 -1.331
H -2.09 3.45 -2.76 0.444
H -0.35 3.07 -2.90 0.341
H -0.99 3.68 -1.37 0.293
C -3.08 1.47 -0.76 -1.106
H -3.80 2.08 -1.31 0.589
H -2.91 1.91 0.22 0.113
H -3.50 0.48 -0.60 0.219
C -1.98 0.46 -3.21 -1.363
H -2.88 0.89 -3.64 0.520
H -2.14 -0.60 -2.99 0.297
H -1.15 0.53 -3.93 0.351
C 3.79 -0.11 1.09 -1.389
H 4.52 -0.74 1.60 0.442
H 3.59 0.78 1.70 0.342
H 4.19 0.21 0.13 0.350
C 1.79 -1.57 2.49 -1.182
H 2.63 -2.03 3.00 0.672
H 0.97 -2.30 2.45 0.185
H 1.43 -0.73 3.10 0.122
C 2.75 -2.55 -0.03 -1.372
H 3.46 -3.10 0.58 0.521
H 3.21 -2.28 -0.99 0.322
H 1.87 -3.17 -0.24 0.294
C 1.20 -1.28 -3.21 -0.209
C 2.35 -1.24 -5.32 -0.522
C 2.05 -0.60 -4.13 -0.374
C 0.66 -2.58 -3.48 -0.021
C 0.99 -3.17 -4.69 -0.641
C 1.83 -2.50 -5.59 -0.433
H 2.99 -0.73 -6.01 0.392
H 2.41 0.38 -3.84 0.393
H 0.01 -3.02 -2.73 0.396
H 0.59 -4.14 -4.89 0.394
H 2.08 -2.99 -6.54 0.331
C -0.21 2.52 1.97 1.249
O 0.40 1.75 0.92 -0.595
C 0.76 3.65 1.78 -1.725
H 0.96 4.05 2.73 0.540
H 0.32 4.39 1.12 0.345
H 1.70 3.30 1.32 0.235
C -0.26 1.92 3.33 -0.763
H 0.71 2.00 3.81 0.527
H -0.48 0.88 3.32 -0.442
H -1.04 2.41 3.90 0.392
F -0.70 -2.50 3.61 -0.227
C -1.12 -1.23 3.87 0.665
F -2.23 -1.34 4.63 -0.243
F -0.14 -0.68 4.64 -0.246
C -1.65 -0.45 2.44 -0.325
O -0.85 -0.25 1.37 1.327
C -2.23 -1.59 1.70 0.517
F -3.12 -2.23 2.49 -0.275
F -2.87 -1.18 0.57 -0.208
F -1.28 -2.49 1.30 -0.208
C -2.85 0.65 2.84 0.500
F -4.00 0.07 2.45 -0.260
F -2.90 0.84 4.18 -0.252
F -2.89 1.91 2.28 -0.257
```

As for the energy: -2576.69689 Eh. As for the HOMO energy: -5.98 eV. As for the orbital gap: 0.232 Ha. Its spin multiplicity is 1.

***

Cl2H2NOP | ωB97M-V/def2-TZVPD

```
7
Properties=species:S:1:pos:R:3:mulliken_charge:R:1
N 0.36 0.60 -0.04 -0.516
O 0.75 -2.94 1.28 -0.422
P 1.58 -1.95 0.64 0.727
Cl 2.22 -2.41 -1.17 -0.129
Cl 3.24 -1.56 1.86 -0.187
H 1.02 1.08 0.54 0.267
H 0.88 0.38 -0.89 0.260
```

As for the energy: -1392.89377 Eh. As for the HOMO energy (spin up / spin down): -11.56 / -9.92 eV. Its energy above the lowest of the compared OMol25 structures with the same formula, charge and spin is 70.2 kcal/mol. As for the orbital gap (spin up / spin down): 0.331 / 0.314 Ha. Its spin multiplicity is 1.

***

C2H3N3OS | ωB97M-V/def2-TZVPD

```
10
Properties=species:S:1:pos:R:3:mulliken_charge:R:1
C -1.77 1.36 1.17 0.650
C -0.01 -0.16 0.29 -0.716
N -2.43 2.36 1.43 -0.498
N -1.10 0.74 0.37 -0.209
N -1.52 2.80 -0.90 0.140
O -1.24 3.37 -2.00 -0.450
S -1.94 3.66 0.43 0.202
H 0.22 -0.19 -0.80 0.267
H 0.76 0.34 0.87 0.321
H -0.03 -1.08 0.90 0.293
```

As for the energy: -715.52203 Eh. As for the HOMO energy (spin up / spin down): -8.90 / -8.90 eV. Its energy above the lowest of the compared OMol25 structures with the same formula, charge and spin is 109.3 kcal/mol. As for the orbital gap (spin up / spin down): 0.311 / 0.311 Ha. Its spin multiplicity is 1.